16
Properties=species:S:1:pos:R:3:forces:R:3:nbo_charge:R:1 method="wB97M-V/def2-TZVPD" de_lowest_kcal_mol=139.2 smiles="C1=CN1.C=C=CC" e_lumo_ev=1.1
N 1.64815 -1.35904 -0.23261 0.307 -0.197 -0.188 -0.626
C -0.96273 0.57566 -0.51692 0.191 0.019 0.179 -0.274
C 0.49512 -1.96137 0.53274 0.175 -0.252 0.429 -0.119
C -2.01111 0.99206 -1.50294 -0.023 0.114 -0.020 -0.626
C -0.09412 1.20682 0.22158 -0.047 -0.204 -0.030 0.109
C 1.30566 -1.26075 1.22079 -0.123 -0.434 0.191 -0.047
C 0.89974 1.48759 1.02755 -0.137 0.197 -0.122 -0.498
H -1.77507 0.56829 -2.48684 -0.024 0.118 0.140 0.220
H 1.73536 -0.86602 2.12115 -0.089 0.045 -0.092 0.231
H 0.75237 1.64639 2.09375 -0.076 0.142 -0.192 0.213
H -2.98477 0.58033 -1.21010 0.144 0.126 -0.032 0.216
H -0.33803 -2.61984 0.37862 0.032 0.088 -0.067 0.233
H -0.85134 -0.50448 -0.37793 -0.132 0.065 -0.094 0.217
H 1.91828 1.52939 0.64664 -0.163 0.111 0.000 0.224
H -2.10370 2.07476 -1.60269 0.047 -0.099 0.048 0.218
H 2.36618 -2.08978 -0.31279 -0.082 0.159 -0.150 0.311



52
Properties=species:S:1:pos:R:3:forces:R:3:lowdin_charge:R:1 method="wB97M-V/def2-TZVPD" charge=+3 e_lumo_ev=-11.1
Zr -0.57364 -2.45319 -1.36938 3.369 7.468 3.946 2.171
S 2.04331 -0.69401 -3.10086 0.641 1.865 0.311 1.055
S -3.02703 -1.70930 1.35523 -1.034 -1.162 1.636 1.005
S -2.13724 0.75245 -2.27444 -1.741 1.470 1.349 1.032
S 2.59869 -3.69020 -0.15724 1.556 0.179 1.945 1.040
F 0.26075 -1.21738 0.15342 -1.133 -2.074 -1.711 -0.438
O -1.44053 -0.53885 -1.88856 0.763 -2.163 -0.286 -0.750
O -2.27138 -1.86143 0.02394 1.235 -1.627 -0.878 -0.725
O 1.43578 -3.24702 -1.02293 -2.893 -0.552 -0.798 -0.725
O 0.87287 -1.40781 -2.41392 -1.457 -0.683 -0.938 -0.752
N 1.01657 4.32848 1.53562 1.067 -2.525 -0.040 0.046
C 0.50600 2.13401 1.77044 1.885 -0.139 -1.143 -0.165
C -2.45545 -0.21709 2.19784 0.720 0.190 -0.498 -0.209
C 1.45389 3.02394 1.27365 -0.304 0.465 -0.504 -0.123
C -3.81686 0.63464 -1.48215 -0.148 0.531 -0.100 -0.186
C 2.39146 0.70309 -1.93146 -0.210 -0.237 -0.107 -0.169
C 1.30753 0.36849 -4.36658 -0.916 -0.240 -0.513 -0.200
C 2.04741 -3.41851 1.55205 0.251 0.058 -0.197 -0.206
C -2.46690 -3.08103 2.49635 0.901 0.439 -0.320 -0.168
C -0.09514 4.22039 2.28831 -1.346 0.585 -0.294 -0.105
C -0.48507 2.88555 2.35362 -0.898 1.454 1.238 -0.132
C -1.50607 2.07626 -1.11815 -0.433 -0.543 0.312 -0.167
C 3.76138 -2.28766 -0.10858 0.296 0.563 -0.730 -0.206
H -2.03371 2.07600 -0.16437 -0.172 -0.470 -0.075 0.043
H 1.54209 5.14141 1.24739 -0.298 0.069 0.398 0.165
H 3.11682 1.39370 -2.36157 -0.033 -0.181 -0.388 0.087
H -1.43603 -3.34974 2.26569 0.132 0.201 -0.460 0.036
H -4.32243 -0.32517 -1.58831 0.522 -0.149 -0.287 0.073
H -4.47585 1.37263 -1.93955 0.217 0.122 -0.431 0.079
H -3.05589 -3.99361 2.40470 -0.424 0.441 -0.146 0.073
H -0.46929 1.88720 -0.83984 0.126 0.176 -0.508 0.033
H -3.79022 0.93642 -0.43510 0.401 -0.296 -0.031 0.039
H -3.02540 0.63220 1.82106 -0.073 -0.186 -0.213 0.052
H 3.26124 -1.34670 0.12066 -0.404 -0.302 0.135 0.045
H 0.93453 -0.23023 -5.19754 0.412 -0.336 -0.015 0.078
H -1.34891 2.49936 2.87424 0.036 0.248 0.127 0.090
H 1.06798 -3.86477 1.72430 0.134 -0.090 -0.135 0.055
H 2.79029 0.39482 -0.96502 -0.190 -0.406 -0.251 0.048
H 0.41369 0.88311 -4.01398 0.187 0.043 0.570 0.053
H 0.58515 1.05701 1.75640 0.076 0.007 -0.127 0.073
H 2.36906 2.86212 0.72347 -0.018 -0.008 0.146 0.097
H -0.56025 5.12626 2.64815 -0.193 -0.223 0.086 0.127
H -1.72653 3.06267 -1.52619 0.398 -0.144 -0.535 0.084
H -2.60643 -0.22319 3.27731 -0.092 -0.552 -0.043 0.089
H -2.37738 -2.75313 3.53200 -0.654 0.263 -0.048 0.075
H 4.57092 -2.39840 0.61286 -0.285 -0.649 0.324 0.093
H 2.04732 -2.34157 1.72024 -0.248 -0.163 0.080 0.056
H -1.40171 -0.07877 1.95573 0.052 0.009 0.115 0.041
H 4.29124 -2.15272 -1.05152 -0.252 -0.391 -0.282 0.070
H 1.43631 1.20941 -1.79209 0.090 -0.034 0.030 0.044
H 2.79029 -3.89580 2.19113 -0.017 -0.077 0.021 0.084
H 1.99288 1.11583 -4.76643 0.401 -0.246 0.265 0.093